Entry 1:
The following is a quantum chemistry calculation of one molecule with the formula C15H28N2O4S, from the OMol25 dataset.

The value obtained for the gap between HOMO and LUMO is 10.11 eV. The calculation puts the relative energy (zero: lowest compared OMol25 entry of this formula, charge and spin) at 21.4 kJ/mol. The SMILES is CCCCS(=O)(=O)N1CCC(C(=O)NC[C@@H]2CCCO2)CC1. For the maximum force, the calculation gives 0.0181 Eh/bohr.

Last columns: bonded neighbours and bond lengths (Å).
CARTESIAN COORDINATES (ANGSTROEM)
1 C 6.176 2.093 0.327  C2 1.524, H48 1.087, H49 1.087, H50 1.088
2 C 5.020 1.200 0.761  C1 1.524, C3 1.527, H46 1.091, H47 1.093
3 C 4.875 -0.013 -0.156  C2 1.527, C4 1.516, H44 1.091, H45 1.094
4 C 3.680 -0.862 0.234  C3 1.516, H5 1.086, H6 1.086, S7 1.824
5 H 3.688 -1.114 1.291  C4 1.086
6 H 3.593 -1.756 -0.377  C4 1.086
7 S 2.145 0.073 -0.078  C4 1.824, O8 1.438, O9 1.433, N10 1.687
8 O 1.744 0.769 1.114  S7 1.438
9 O 2.301 0.841 -1.278  S7 1.433
10 N 1.077 -1.186 -0.420  S7 1.687, C11 1.452, C37 1.450
11 C -0.014 -0.802 -1.299  N10 1.452, C12 1.527, H42 1.091, H43 1.099
12 C -0.761 -2.057 -1.744  C11 1.527, H13 1.091, H14 1.092, C15 1.531
13 H -1.552 -1.796 -2.448  C12 1.091
14 H -0.057 -2.706 -2.271  C12 1.092
15 C -1.295 -2.829 -0.535  C12 1.531, C16 1.534, C35 1.533, H41 1.097
16 C -2.372 -2.124 0.300  C15 1.534, O17 1.215, N18 1.352
17 O -2.577 -2.440 1.456  C16 1.215
18 N -3.132 -1.209 -0.342  C16 1.352, H19 1.008, C20 1.444
19 H -2.832 -0.846 -1.232  N18 1.008
20 C -3.993 -0.309 0.390  N18 1.444, H21 1.091, H22 1.093, C23 1.538
21 H -4.214 -0.769 1.355  C20 1.091
22 H -4.915 -0.162 -0.178  C20 1.093
23 C -3.280 1.040 0.589  C20 1.538, C24 1.536, O30 1.427, H34 1.099
24 C -4.200 2.119 1.179  C23 1.536, H25 1.090, C26 1.528, H33 1.088
25 H -3.646 2.741 1.882  C24 1.090
26 C -4.598 2.935 -0.050  C24 1.528, H27 1.091, C28 1.526, H32 1.087
27 H -5.444 2.473 -0.560  C26 1.091
28 C -3.338 2.817 -0.903  C26 1.526, H29 1.099, O30 1.414, H31 1.092
29 H -2.584 3.549 -0.583  C28 1.099
30 O -2.853 1.506 -0.690  C23 1.427, C28 1.414
31 H -3.517 2.936 -1.974  C28 1.092
32 H -4.846 3.967 0.185  C26 1.087
33 H -5.052 1.681 1.694  C24 1.088
34 H -2.393 0.875 1.216  C23 1.099
35 C -0.116 -3.152 0.390  C15 1.533, H36 1.090, C37 1.527, H40 1.091
36 H -0.486 -3.634 1.295  C35 1.090
37 C 0.607 -1.863 0.773  N10 1.450, C35 1.527, H38 1.091, H39 1.098
38 H 1.477 -2.082 1.394  C37 1.091
39 H -0.065 -1.212 1.349  C37 1.098
40 H 0.579 -3.822 -0.117  C35 1.091
41 H -1.747 -3.768 -0.875  C15 1.097
42 H 0.437 -0.289 -2.149  C11 1.091
43 H -0.692 -0.100 -0.794  C11 1.099
44 H 4.726 0.329 -1.181  C3 1.091
45 H 5.785 -0.618 -0.121  C3 1.094
46 H 4.087 1.763 0.740  C2 1.091
47 H 5.183 0.862 1.787  C2 1.093
48 H 6.269 2.946 0.994  C1 1.087
49 H 6.009 2.463 -0.681  C1 1.087
50 H 7.113 1.541 0.342  C1 1.088

Here are the Löwdin charges for atoms 1 to 2, given in e: atom 1 (C): -0.106, atom 2 (C): -0.271



Entry 2:
The following is a quantum chemistry calculation of an isolated ion of composition C3H3N4O and charge -1 at a distorted geometry, from the OMol25 dataset.

The net charge is -1. The value obtained for the gap between HOMO and LUMO is 7.87 eV. The calculation puts the relative energy (zero: lowest compared OMol25 entry of this formula, charge and spin) at 63.1 kJ/mol. The SMILES is C=C([O-])n1ncnn1. For the maximum force, the calculation gives 0.1471 Eh/bohr.

Last columns: bonded neighbours and bond lengths (Å).
CARTESIAN COORDINATES (ANGSTROEM)
1 C -1.938 0.416 0.709  N4 1.248, N5 1.290, H9 1.091
2 C 1.460 -0.497 -0.051  C3 1.325, N7 1.699, O8 1.271
3 C 1.675 0.481 -0.919  C2 1.325, H10 1.106, H11 1.172
4 N -2.330 -0.524 -0.011  C1 1.248, N6 1.323
5 N -0.707 0.389 1.096  C1 1.290, N7 1.276
6 N -1.230 -1.178 -0.345  N4 1.323, N7 1.405
7 N -0.201 -0.476 0.306  C2 1.699, N5 1.276, N6 1.405
8 O 2.193 -1.439 0.388  C2 1.271
9 H -2.581 1.017 1.353  C1 1.091
10 H 0.865 1.050 -1.413  C3 1.106
11 H 2.795 0.762 -1.114  C3 1.172

Here are the Löwdin charges for atoms 1 to 2, given in e: atom 1 (C): -0.401, atom 2 (C): -0.527



Entry 3:
The following is a quantum chemistry calculation of one molecule with the formula C23H31N5O3S at a distorted geometry, from the OMol25 dataset.

The value obtained for the gap between HOMO and LUMO is 8.44 eV. The calculation puts the relative energy (zero: lowest compared OMol25 entry of this formula, charge and spin) at 227.0 kJ/mol. The SMILES is Cc1ccc(Nc2nc(C(=O)N3CCC(C(=O)NCCN4CCOCC4)CC3)cs2)cc1. For the maximum force, the calculation gives 0.0224 Eh/bohr.

Last columns: bonded neighbours and bond lengths (Å).
CARTESIAN COORDINATES (ANGSTROEM)
1 C 0.465 5.405 8.253  C2 1.498, H61 1.087, H62 1.090, H63 1.089
2 C 0.108 4.570 7.062  C1 1.498, C3 1.387, C7 1.392
3 C 0.201 5.067 5.771  C2 1.387, C4 1.384, H60 1.080
4 C -0.122 4.295 4.670  C3 1.384, C5 1.390, H59 1.076
5 C -0.555 2.984 4.840  C4 1.390, C6 1.397, N10 1.390
6 C -0.647 2.475 6.138  C5 1.397, C7 1.378, H9 1.081
7 C -0.322 3.256 7.226  C2 1.392, C6 1.378, H8 1.080
8 H -0.402 2.842 8.220  C7 1.080
9 H -0.979 1.457 6.286  C6 1.081
10 N -0.900 2.128 3.802  C5 1.390, C11 1.352, H58 1.013
11 C -0.986 2.292 2.462  N10 1.352, N12 1.294, S15 1.762
12 N -1.339 1.303 1.706  C11 1.294, C13 1.365
13 C -1.383 1.649 0.387  N12 1.365, C14 1.363, C17 1.485
14 C -1.055 2.947 0.132  C13 1.363, S15 1.719, H16 1.070
15 S -0.659 3.783 1.581  C11 1.762, C14 1.719
16 H -1.027 3.437 -0.819  C14 1.070
17 C -1.793 0.764 -0.732  C13 1.485, O18 1.224, N19 1.352
18 O -2.124 1.274 -1.795  C17 1.224
19 N -1.813 -0.577 -0.559  C17 1.352, C20 1.443, C51 1.448
20 C -1.293 -1.327 0.559  N19 1.443, C21 1.530, H56 1.098, H57 1.088
21 C -0.034 -2.092 0.148  C20 1.530, H22 1.091, H23 1.091, C24 1.528
22 H 0.754 -1.390 -0.130  C21 1.091
23 H 0.329 -2.684 0.989  C21 1.091
24 C -0.324 -3.002 -1.046  C21 1.528, C25 1.525, H49 1.096, C50 1.534
25 C 0.951 -3.675 -1.542  C24 1.525, O26 1.213, N27 1.355
26 O 2.066 -3.281 -1.272  C25 1.213
27 N 0.719 -4.773 -2.301  C25 1.355, H28 1.008, C29 1.443
28 H -0.227 -4.962 -2.592  N27 1.008
29 C 1.760 -5.384 -3.092  N27 1.443, H30 1.094, C31 1.534, H48 1.091
30 H 1.702 -6.473 -2.999  C29 1.094
31 C 1.633 -4.999 -4.572  C29 1.534, N32 1.451, H46 1.095, H47 1.104
32 N 1.485 -3.566 -4.744  C31 1.451, C33 1.454, C37 1.456
33 C 1.012 -3.226 -6.077  N32 1.454, C34 1.529, H44 1.093, H45 1.105
34 C 0.788 -1.717 -6.162  C33 1.529, O35 1.405, H42 1.091, H43 1.101
35 O 1.975 -1.010 -5.901  C34 1.405, C36 1.408
36 C 2.461 -1.335 -4.619  O35 1.408, C37 1.527, H40 1.091, H41 1.100
37 C 2.714 -2.834 -4.468  N32 1.456, C36 1.527, H38 1.090, H39 1.105
38 H 3.027 -3.027 -3.443  C37 1.090
39 H 3.519 -3.140 -5.160  C37 1.105
40 H 3.389 -0.777 -4.491  C36 1.091
41 H 1.737 -1.015 -3.855  C36 1.100
42 H 0.473 -1.432 -7.168  C34 1.091
43 H 0.012 -1.425 -5.438  C34 1.101
44 H 0.068 -3.744 -6.264  C33 1.093
45 H 1.740 -3.526 -6.852  C33 1.105
46 H 0.732 -5.470 -4.980  C31 1.095
47 H 2.503 -5.400 -5.121  C31 1.104
48 H 2.709 -5.045 -2.675  C29 1.091
49 H -1.047 -3.773 -0.754  C24 1.096
50 C -0.913 -2.160 -2.185  C24 1.534, C51 1.528, H54 1.091, H55 1.091
51 C -2.151 -1.411 -1.693  N19 1.448, C50 1.528, H52 1.091, H53 1.096
52 H -2.547 -0.763 -2.477  C51 1.091
53 H -2.926 -2.124 -1.386  C51 1.096
54 H -1.174 -2.787 -3.040  C50 1.091
55 H -0.167 -1.435 -2.513  C50 1.091
56 H -2.065 -2.039 0.879  C20 1.098
57 H -1.082 -0.648 1.382  C20 1.088
58 H -1.165 1.194 4.091  N10 1.013
59 H -0.030 4.724 3.687  C4 1.076
60 H 0.534 6.083 5.614  C3 1.080
61 H 0.674 6.431 7.960  C1 1.087
62 H 1.349 5.001 8.747  C1 1.090
63 H -0.348 5.406 8.977  C1 1.089

Here are the Löwdin charges for atoms 1 to 2, given in e: atom 1 (C): -0.055, atom 2 (C): -0.290



Entry 4:
The following is a quantum chemistry calculation of one molecule with the formula C5H11NO2 at a distorted geometry, from the OMol25 dataset.

The value obtained for the gap between HOMO and LUMO is 10.08 eV. The calculation puts the relative energy (zero: lowest compared OMol25 entry of this formula, charge and spin) at 243.4 kJ/mol. The SMILES is CCN(C)CC(=O)O. For the maximum force, the calculation gives 0.0943 Eh/bohr.

Last columns: bonded neighbours and bond lengths (Å).
CARTESIAN COORDINATES (ANGSTROEM)
1 C 0.834 -1.807 1.376  C2 1.623, H9 1.128, H10 1.047, H11 1.112
2 C -0.517 -0.974 1.040  C1 1.623, N3 1.631, H12 1.049, H13 1.014
3 N -0.527 -0.217 -0.404  C2 1.631, C4 1.485, C5 1.495
4 C -1.917 0.259 -0.616  N3 1.485, H14 1.107, H15 1.191, H16 1.079
5 C 0.394 0.921 -0.099  N3 1.495, C6 1.462, H17 1.171, H18 1.169
6 C 0.847 1.374 -1.413  C5 1.462, O7 1.380, O8 1.216
7 O 2.195 1.666 -1.454  C6 1.380, H19 1.003
8 O 0.247 1.364 -2.470  C6 1.216
9 H 0.713 -2.695 2.061  C1 1.128
10 H 1.606 -1.175 1.693  C1 1.047
11 H 1.151 -2.301 0.432  C1 1.112
12 H -0.624 -0.198 1.739  C2 1.049
13 H -1.354 -1.545 1.026  C2 1.014
14 H -1.997 0.887 -1.524  C4 1.107
15 H -2.254 0.965 0.283  C4 1.191
16 H -2.539 -0.622 -0.613  C4 1.079
17 H 1.210 0.607 0.679  C5 1.171
18 H -0.169 1.692 0.575  C5 1.169
19 H 2.698 1.799 -2.312  O7 1.003

Here are the Löwdin charges for atoms 1 to 2, given in e: atom 1 (C): -0.065, atom 2 (C): -0.156



Entry 5:
The following is a quantum chemistry calculation of a 2-piece molecular cluster, CHN2O3 overall at a distorted geometry, from the OMol25 dataset.

The net charge is +1. As for the multiplicity: 3. The value obtained for the gap between HOMO and LUMO (alpha / beta) is 5.43 / 5.40 eV. The calculation puts the relative energy (zero: lowest compared OMol25 entry of this formula, charge and spin) at 79.1 kJ/mol. For the maximum force, the calculation gives 0.1889 Eh/bohr.

Last columns: bonded neighbours and bond lengths (Å).
CARTESIAN COORDINATES (ANGSTROEM)
1 C 0.318 0.692 -1.457  N2 1.187, O4 1.131
2 N 0.759 0.301 -0.427  C1 1.187, H7 1.011
3 N -0.805 -0.556 1.548  O5 1.104, O6 1.113
4 O -0.154 0.992 -2.441  C1 1.131
5 O -1.387 0.376 1.651  N3 1.104
6 O -0.347 -1.570 1.529  N3 1.113
7 H 1.616 -0.236 -0.403  N2 1.011

Here are the Löwdin charges for atoms 1 to 2, given in e: atom 1 (C): -0.156, atom 2 (N): 0.450



Entry 6:
The following is a quantum chemistry calculation of a 3-piece molecular cluster, C5H12O2 overall at a distorted geometry, from the OMol25 dataset.

The value obtained for the gap between HOMO and LUMO is 8.53 eV. The calculation puts the relative energy (zero: lowest compared OMol25 entry of this formula, charge and spin) at 392.2 kJ/mol. The SMILES is C=C/C=C/C.O.O. For the maximum force, the calculation gives 0.1242 Eh/bohr.

Last columns: bonded neighbours and bond lengths (Å).
CARTESIAN COORDINATES (ANGSTROEM)
1 C -0.724 -1.399 -1.110  C2 1.477, H6 1.049, H7 1.125, H8 1.079
2 C 0.222 -0.320 -1.460  C1 1.477, C3 1.412, H9 1.143
3 C 0.202 1.092 -1.471  C2 1.412, C4 1.438, H10 1.113
4 C 1.013 2.102 -2.096  C3 1.438, C5 1.396, H11 1.073
5 C 2.093 1.797 -2.925  C4 1.396, H12 1.089, H13 1.181
6 H -1.651 -1.063 -1.468  C1 1.049
7 H -0.536 -1.747 -0.057  C1 1.125
8 H -0.521 -2.259 -1.729  C1 1.079
9 H 1.108 -0.723 -2.060  C2 1.143
10 H -0.871 1.245 -1.216  C3 1.113
11 H 0.829 3.114 -1.789  C4 1.073
12 H 2.995 2.406 -2.871  C5 1.089
13 H 2.037 0.887 -3.676  C5 1.181
14 H -0.175 -1.703 4.897  O16 1.040
15 H -1.690 -2.019 4.721  O16 0.961
16 O -0.861 -2.483 4.861  H14 1.040, H15 0.961
17 H -1.824 0.576 2.818  O19 1.000
18 H -0.388 0.438 3.176  O19 0.989
19 O -1.256 0.058 3.458  H17 1.000, H18 0.989

Here are the Löwdin charges for atoms 1 to 2, given in e: atom 1 (C): -0.112, atom 2 (C): -0.168



Question: Among the records above, which one has the highest relative energy (zero: lowest compared OMol25 entry of this formula, charge and spin)?
Answer: C5H12O2